Run one
ORCA calculation (ωB97M-V/def2-TZVPD) on a cluster of 12 separate species, C26H66BO30 in total.

Atoms and positions in Å:
O: 23.356 -14.277 -2.628
C: 22.300 -14.058 -2.019
O: 22.005 -14.341 -0.776
B: 20.682 -13.843 -0.407
O: 20.182 -13.221 -1.668
C: 21.089 -13.311 -2.601
O: 21.045 -12.970 -3.811
O: 20.776 -12.961 0.799
C: 19.897 -13.288 1.647
O: 19.731 -12.879 2.779
C: 19.290 -14.601 1.229
O: 19.827 -14.916 0.068
O: 18.577 -15.220 2.005
C: 24.703 -13.010 -9.804
C: 24.442 -14.268 -10.708
O: 23.851 -13.986 -11.909
O: 26.051 -12.601 -9.833
H: 24.485 -13.262 -8.766
H: 24.021 -12.202 -10.067
H: 23.706 -14.812 -10.116
H: 25.244 -15.002 -10.783
H: 22.996 -13.556 -11.831
H: 26.229 -12.055 -9.064
C: 28.639 -9.637 -3.234
C: 28.712 -10.600 -4.360
O: 29.170 -9.906 -5.522
O: 29.900 -9.515 -2.547
H: 27.916 -9.960 -2.484
H: 28.267 -8.657 -3.532
H: 27.708 -10.906 -4.652
H: 29.374 -11.456 -4.230
H: 29.951 -10.380 -5.816
H: 29.822 -9.044 -1.714
C: 25.228 -12.694 5.712
C: 26.184 -11.564 5.920
O: 27.316 -11.706 5.121
O: 25.707 -13.865 6.328
H: 24.877 -12.841 4.690
H: 24.318 -12.496 6.279
H: 26.402 -11.373 6.971
H: 25.640 -10.721 5.492
H: 27.761 -12.541 5.285
H: 26.474 -14.090 5.797
C: 19.655 -17.807 7.750
C: 20.892 -16.817 7.389
O: 21.744 -16.683 8.530
O: 20.140 -19.195 7.839
H: 18.830 -17.773 7.039
H: 19.222 -17.590 8.727
H: 20.373 -15.876 7.209
H: 21.502 -17.135 6.544
H: 22.497 -16.217 8.160
H: 20.436 -19.345 6.939
C: 25.726 -19.573 -6.684
C: 25.197 -19.659 -5.260
O: 24.343 -20.801 -5.153
O: 26.584 -20.672 -6.944
H: 26.242 -18.613 -6.670
H: 24.926 -19.527 -7.423
H: 24.615 -18.743 -5.157
H: 25.912 -19.584 -4.440
H: 24.811 -21.508 -5.603
H: 27.052 -20.436 -7.748
C: 18.018 -15.101 -11.276
C: 18.795 -13.858 -10.962
O: 19.378 -13.318 -12.093
O: 18.921 -16.091 -11.707
H: 17.354 -14.960 -12.128
H: 17.417 -15.492 -10.455
H: 19.596 -14.091 -10.259
H: 18.204 -13.046 -10.540
H: 18.660 -13.344 -12.729
H: 18.420 -16.905 -11.791
C: 22.254 -6.905 0.846
C: 23.629 -7.497 1.296
O: 24.661 -6.915 0.549
O: 22.142 -6.895 -0.525
H: 22.068 -5.871 1.136
H: 21.444 -7.501 1.268
H: 23.719 -8.551 1.034
H: 23.767 -7.474 2.377
H: 25.523 -6.961 0.969
H: 21.189 -6.868 -0.635
C: 17.397 -8.184 -4.228
C: 16.503 -7.550 -3.128
O: 17.327 -6.944 -2.142
O: 17.853 -7.160 -5.151
H: 16.845 -8.919 -4.813
H: 18.244 -8.753 -3.845
H: 15.911 -8.289 -2.588
H: 15.754 -6.826 -3.448
H: 16.750 -6.373 -1.631
H: 18.582 -6.675 -4.756
C: 15.157 -7.357 4.821
C: 16.617 -7.546 4.348
O: 17.185 -6.278 4.058
O: 15.160 -6.491 5.907
H: 14.623 -8.269 5.088
H: 14.575 -6.873 4.037
H: 16.691 -8.285 3.550
H: 17.151 -8.019 5.173
H: 18.106 -6.420 4.289
H: 15.462 -5.624 5.626
C: 21.276 -20.232 2.134
C: 22.362 -20.251 1.087
O: 22.670 -21.492 0.424
O: 21.645 -21.077 3.222
H: 20.357 -20.676 1.754
H: 21.007 -19.217 2.427
H: 23.259 -19.930 1.617
H: 22.156 -19.518 0.306
H: 22.882 -21.319 -0.496
H: 21.557 -21.994 2.950
C: 14.205 -21.350 5.328
C: 14.345 -21.201 3.829
O: 13.139 -21.211 3.165
O: 13.746 -20.164 5.854
H: 15.192 -21.524 5.758
H: 13.549 -22.159 5.647
H: 14.932 -22.003 3.382
H: 14.877 -20.261 3.687
H: 12.786 -20.322 3.079
H: 12.829 -20.411 5.991

Results
Highest occupied orbital energy: -0.2745 hartree
Net charge: -1

=====

Run two
ORCA calculation (ωB97M-V/def2-TZVPD) on a structure of composition C26H66BO30.

Atoms and positions in Å:
O: 4.851 2.328 -34.235
C: 3.641 2.445 -34.071
O: 2.833 1.572 -33.743
B: 1.531 2.203 -33.742
O: 1.931 3.618 -33.854
C: 3.085 3.721 -34.071
O: 3.750 4.735 -34.057
O: 0.785 1.969 -32.501
C: -0.356 1.494 -32.884
O: -1.269 1.152 -32.073
C: -0.478 1.603 -34.360
O: 0.622 1.730 -34.773
O: -1.390 1.195 -35.055
C: 0.138 -3.306 -33.868
C: 0.158 -1.697 -34.110
O: 0.173 -1.613 -35.510
O: -0.433 -3.422 -32.526
H: 1.078 -3.791 -34.069
H: -0.567 -3.863 -34.462
H: 0.994 -1.166 -33.685
H: -0.773 -1.353 -33.599
H: -0.132 -0.825 -35.879
H: -0.482 -4.404 -32.441
C: -4.855 3.550 -32.142
C: -3.799 2.926 -33.013
O: -4.219 1.528 -33.126
O: -4.412 4.875 -31.796
H: -4.970 3.088 -31.200
H: -5.776 3.683 -32.709
H: -2.791 3.126 -32.546
H: -3.747 3.453 -34.009
H: -3.931 1.143 -33.910
H: -4.620 5.516 -32.508
C: 1.682 3.738 -29.597
C: 2.615 4.519 -30.496
O: 3.614 3.645 -30.908
O: 0.714 4.455 -28.893
H: 2.128 3.081 -28.849
H: 1.081 3.036 -30.167
H: 3.094 5.394 -30.081
H: 2.138 5.012 -31.306
H: 4.095 4.024 -31.675
H: 1.169 5.101 -28.362
C: -0.009 -1.151 -29.996
C: 1.041 -0.068 -29.813
O: 1.987 0.013 -30.859
O: -0.308 -1.661 -28.749
H: 0.510 -2.018 -30.435
H: -0.796 -0.857 -30.732
H: 1.797 -0.213 -29.011
H: 0.526 0.884 -29.490
H: 1.789 0.744 -31.420
H: 0.523 -2.051 -28.456
C: 7.327 4.191 -32.732
C: 8.432 3.105 -32.736
O: 9.604 3.656 -33.256
O: 6.152 3.733 -32.227
H: 7.189 4.549 -33.802
H: 7.743 4.974 -32.154
H: 8.050 2.226 -33.301
H: 8.564 2.663 -31.714
H: 10.253 3.795 -32.553
H: 5.667 3.399 -32.970
C: 5.478 0.747 -30.751
C: 5.296 1.249 -29.295
O: 3.928 1.272 -29.011
O: 6.807 0.658 -30.978
H: 5.207 1.364 -31.577
H: 4.791 -0.111 -30.934
H: 5.795 2.172 -29.126
H: 5.736 0.604 -28.544
H: 3.641 1.875 -29.728
H: 7.103 1.558 -31.225
C: -2.158 2.685 -29.405
C: -2.762 3.776 -28.608
O: -2.746 4.923 -29.318
O: -1.959 1.527 -28.650
H: -1.144 2.974 -29.687
H: -2.632 2.561 -30.341
H: -2.263 3.866 -27.647
H: -3.792 3.541 -28.500
H: -3.346 4.785 -30.033
H: -1.947 0.800 -29.255
C: 6.172 -1.194 -33.577
C: 4.653 -1.213 -33.776
O: 4.288 -2.593 -33.734
O: 6.825 0.062 -33.934
H: 6.682 -1.989 -34.054
H: 6.411 -1.440 -32.521
H: 4.328 -0.822 -34.732
H: 4.080 -0.731 -32.933
H: 3.607 -2.472 -34.357
H: 6.241 0.810 -33.878
C: 4.085 7.895 -32.878
C: 5.582 7.805 -32.560
O: 6.395 8.792 -33.171
O: 3.233 6.809 -32.435
H: 3.941 8.200 -33.945
H: 3.750 8.883 -32.480
H: 6.065 6.863 -32.683
H: 5.795 7.985 -31.467
H: 7.264 8.619 -32.783
H: 3.441 5.967 -32.849
C: -0.534 5.749 -33.358
C: -0.613 5.123 -31.955
O: -0.087 6.023 -30.936
O: -0.779 4.847 -34.389
H: 0.439 6.172 -33.490
H: -1.273 6.597 -33.353
H: -0.165 4.117 -31.859
H: -1.657 4.989 -31.727
H: 0.106 5.612 -30.133
H: -0.190 4.981 -35.116
C: -4.320 -2.305 -32.930
C: -3.187 -1.553 -32.323
O: -3.641 -0.883 -31.208
O: -3.865 -2.844 -34.203
H: -5.152 -1.580 -33.188
H: -4.647 -3.057 -32.284
H: -2.948 -0.749 -32.989
H: -2.314 -2.160 -32.064
H: -3.396 -0.009 -31.387
H: -4.508 -3.492 -34.454

Results
Highest occupied orbital energy: -0.2602 hartree
Net charge: -1

=====

Which one sits at the top of the stability order? run one does.

=====

Run one
ORCA calculation (ωB97M-V/def2-TZVPD) on an isolated molecule of O3S.

Atoms and positions in Å:
O: -0.620 0.599 -1.329
O: -0.288 -0.704 0.963
O: 0.665 0.373 0.906
S: 0.243 -0.269 -0.540

Results
Highest occupied orbital energy: -0.4234 hartree

=====

Run two
ORCA calculation (ωB97M-V/def2-TZVPD) on an isolated molecule of O3S.

Atoms and positions in Å:
O: 0.492 -1.105 0.802
O: 0.743 0.455 -1.052
O: -0.958 0.875 0.437
S: -0.277 -0.225 -0.187

Results
Highest occupied orbital energy: -0.4399 hartree
Structure (SMILES): O=S(=O)=O

=====

Which one sits at the top of the stability order? run one does.

=====

Run one
ORCA calculation (ωB97M-V/def2-TZVPD) on a cluster of 7 separate species, C14H28Cl14 in total.

Atoms and positions in Å:
Cl: -0.716 0.529 -5.153
C: -2.299 -0.310 -4.826
C: -3.408 0.686 -4.961
Cl: -3.477 1.222 -6.622
H: -2.178 -0.624 -3.789
H: -2.360 -1.166 -5.498
H: -3.388 1.589 -4.351
H: -4.368 0.205 -4.774
Cl: 0.880 -3.433 0.742
C: 2.423 -3.462 1.566
C: 2.156 -3.414 3.046
Cl: 1.427 -1.820 3.451
H: 2.992 -2.608 1.199
H: 2.989 -4.378 1.395
H: 3.018 -3.520 3.705
H: 1.539 -4.289 3.254
Cl: -1.654 0.085 -1.034
C: -0.692 0.140 0.463
C: -1.640 -0.151 1.630
Cl: -2.703 1.355 1.870
H: -0.210 1.115 0.391
H: 0.107 -0.569 0.249
H: -0.977 -0.372 2.467
H: -2.258 -1.021 1.406
Cl: -2.843 -3.461 2.078
C: -4.541 -2.979 2.073
C: -5.398 -4.204 1.920
Cl: -5.398 -4.839 0.268
H: -4.742 -2.158 1.386
H: -4.788 -2.562 3.050
H: -6.435 -4.042 2.215
H: -5.044 -4.992 2.585
Cl: 1.606 3.743 -3.470
C: 0.325 4.148 -2.345
C: 0.207 3.177 -1.211
Cl: -0.999 3.865 -0.084
H: -0.525 4.229 -3.022
H: 0.559 5.131 -1.936
H: 1.102 2.894 -0.656
H: -0.168 2.250 -1.643
Cl: 4.147 1.907 2.894
C: 2.442 1.837 3.509
C: 1.608 2.858 2.739
Cl: -0.039 2.961 3.369
H: 2.377 2.041 4.577
H: 2.095 0.829 3.282
H: 1.566 2.580 1.686
H: 1.991 3.878 2.769
Cl: 2.862 0.104 -0.089
C: 3.807 1.002 -1.272
C: 5.072 0.239 -1.679
Cl: 6.106 1.347 -2.576
H: 4.080 2.010 -0.962
H: 3.164 1.167 -2.137
H: 4.927 -0.641 -2.307
H: 5.673 -0.105 -0.837

Results
Highest occupied orbital energy: -0.3818 hartree
Structure (SMILES): ClCCCl.ClCCCl.ClCCCl.ClCCCl.ClCCCl.ClCCCl.ClCCCl

=====

Run two
ORCA calculation (ωB97M-V/def2-TZVPD) on a cluster of 7 separate species, C14H28Cl14 in total.

Atoms and positions in Å:
Cl: -0.898 5.204 1.352
C: -0.879 3.518 1.959
C: -2.083 3.313 2.886
Cl: -2.268 1.573 3.321
H: 0.092 3.381 2.418
H: -1.018 2.831 1.127
H: -2.983 3.622 2.371
H: -1.872 3.808 3.828
Cl: 2.984 3.041 -3.912
C: 3.920 2.180 -2.638
C: 3.178 0.990 -2.064
Cl: 3.091 -0.347 -3.217
H: 4.128 2.893 -1.844
H: 4.841 1.825 -3.090
H: 2.214 1.247 -1.627
H: 3.706 0.691 -1.152
Cl: 0.995 0.944 1.167
C: -0.321 -0.179 0.623
C: -0.361 -0.197 -0.891
Cl: -0.635 1.408 -1.636
H: -1.193 0.184 1.154
H: 0.009 -1.153 0.959
H: -1.133 -0.869 -1.258
H: 0.602 -0.489 -1.297
Cl: -1.480 -6.915 1.415
C: -0.407 -5.580 0.930
C: -0.607 -4.349 1.787
Cl: -1.918 -3.276 1.233
H: -0.590 -5.325 -0.110
H: 0.606 -5.954 1.051
H: 0.318 -3.791 1.933
H: -0.827 -4.640 2.815
Cl: -3.854 -1.412 5.742
C: -2.552 -1.959 4.701
C: -1.353 -0.997 4.812
Cl: -0.012 -1.584 3.815
H: -2.881 -1.920 3.666
H: -2.310 -2.975 4.996
H: -0.979 -0.966 5.830
H: -1.698 -0.040 4.435
Cl: -0.902 -2.972 -4.284
C: 0.818 -3.350 -4.439
C: 1.311 -4.077 -3.206
Cl: 1.128 -3.161 -1.707
H: 1.316 -2.387 -4.536
H: 0.951 -3.935 -5.345
H: 2.388 -4.211 -3.320
H: 0.835 -5.047 -3.089
Cl: 1.731 5.854 -1.539
C: 0.395 4.746 -1.949
C: -0.894 5.468 -2.317
Cl: -0.708 6.323 -3.851
H: 0.256 4.023 -1.152
H: 0.700 4.208 -2.844
H: -1.288 6.131 -1.553
H: -1.609 4.653 -2.459

Results
Highest occupied orbital energy: -0.3818 hartree
Structure (SMILES): ClCCCl.ClCCCl.ClCCCl.ClCCCl.ClCCCl.ClCCCl.ClCCCl

=====

Which one sits at the top of the stability order? run two does.

=====

Run one
ORCA calculation (ωB97M-V/def2-TZVPD) on a cluster of 2 separate species, C4H12ClNSi in total.

Atoms and positions in Å:
C: 2.370 1.634 -0.222
C: -0.913 -1.511 0.725
C: -2.389 -0.799 -1.004
C: 1.133 1.125 0.494
N: -1.203 -0.540 -0.315
Si: -0.058 0.505 -0.918
Cl: 2.134 -1.507 2.966
H: 2.182 2.559 -0.945
H: 3.308 2.098 0.460
H: 2.945 0.932 -0.814
H: -1.141 -1.052 1.681
H: -1.676 -2.366 0.523
H: 0.189 -1.990 0.676
H: -2.221 -1.724 -1.674
H: -3.249 -1.084 -0.276
H: -2.726 0.079 -1.647
H: 0.620 1.856 1.013
H: 1.216 0.279 1.117
H: -0.521 1.505 -1.840

Results
Highest occupied orbital energy: -0.2516 hartree

=====

Run two
ORCA calculation (ωB97M-V/def2-TZVPD) on a cluster of 2 separate species, C4H12ClNSi in total.

Atoms and positions in Å:
C: -0.630 1.215 1.638
C: -1.695 0.428 -0.524
C: 2.482 0.145 0.513
C: 0.666 -1.037 -1.757
N: -0.508 0.861 0.213
Si: 0.874 0.037 -0.254
Cl: -3.770 -3.183 0.423
H: 0.345 1.111 2.111
H: -1.062 2.157 1.681
H: -1.293 0.493 2.185
H: -1.376 0.310 -1.534
H: -2.095 -0.488 -0.137
H: -2.481 1.234 -0.368
H: 3.300 0.780 0.089
H: 2.414 0.514 1.566
H: 3.114 -0.758 0.543
H: 1.590 -1.526 -2.151
H: -0.192 -1.827 -1.669
H: 0.319 -0.467 -2.568

Results
Highest occupied orbital energy: -0.2287 hartree

=====

Run three
ORCA calculation (ωB97M-V/def2-TZVPD) on a cluster of 2 separate species, C4H12ClNSi in total.

Atoms and positions in Å:
C: -1.331 -2.705 -0.292
C: -1.090 -0.918 1.613
C: 1.343 2.810 0.232
C: -0.495 -1.903 0.640
N: 1.646 2.131 -0.933
Si: 0.726 0.862 -1.702
Cl: 1.775 0.794 -3.525
H: -2.122 -3.332 0.276
H: -1.923 -2.091 -0.995
H: -0.767 -3.491 -0.834
H: -0.446 -0.055 1.707
H: -1.254 -1.540 2.486
H: -2.062 -0.595 1.336
H: 1.569 3.911 0.165
H: 0.274 2.745 0.376
H: 1.808 2.494 1.195
H: 0.418 -2.492 0.936
H: 2.593 2.299 -1.176
H: -0.663 1.077 -1.505

Results
Highest occupied orbital energy (alpha / beta): -0.2782 / -0.2578 hartree

=====

Which one sits at the top of the stability order? run three does.